(1)
ORCA calculation (the ωB97M-V functional and the def2-TZVPD basis) on the molecule C6H10.

CARTESIAN COORDINATES (ANGSTROEM)
C (-0.70975, -0.85707, 1.34709)
C (-0.41752, 0.26794, 0.35435)
C (1.00966, 0.77235, 0.49098)
C (1.48189, 1.90048, -0.02500)
C (-0.56838, -1.37197, -1.57739)
C (-0.61021, -0.13576, -1.09372)
H (-0.63621, -0.49567, 2.37831)
H (-1.71514, -1.26161, 1.19440)
H (0.00533, -1.68031, 1.23406)
H (-1.10252, 1.10182, 0.56432)
H (0.84512, 2.59095, -0.56913)
H (1.69867, 0.10272, 1.00428)
H (2.52999, 2.16647, 0.06591)
H (-0.43224, -2.24021, -0.93779)
H (-0.65175, -1.55846, -2.64432)
H (-0.72695, 0.69830, -1.78636)

Cartesian forces (eV/Å) of the 6 atoms listed first:
0.012 -0.051 0.018
-0.030 0.005 -0.006
0.107 0.116 -0.040
-0.042 -0.087 0.109
-0.028 0.069 0.049
0.017 -0.118 -0.117

Calculated values
HOMO, eV: -9.39
Electronic energy, eV: -6382.7687
SMILES: C=CC(C)C=C
Multiplicity: 1
Charge: 0
ΔE to the lowest compared entry with this formula, charge and spin, kcal/mol: 25.15


(2)
ORCA calculation (the ωB97M-V functional and the def2-TZVPD basis) on the molecule C6H10.

CARTESIAN COORDINATES (ANGSTROEM)
C (-1.34208, 0.93450, 1.01035)
C (0.01436, 1.16293, 0.35324)
C (1.65708, 0.10211, -1.07913)
C (1.25734, -1.30207, -0.64877)
C (-0.20513, -1.04177, -1.06344)
C (0.17707, 0.45290, -1.01625)
H (-1.41888, 1.51087, 1.93688)
H (-1.49609, -0.11768, 1.26911)
H (-2.16645, 1.23547, 0.35701)
H (0.17945, 2.23258, 0.18697)
H (0.79865, 0.84699, 1.05353)
H (1.83727, -2.12551, -1.07887)
H (1.37185, -1.37406, 0.44262)
H (-1.01291, -1.41542, -0.42555)
H (-0.39035, -1.37329, -2.08941)
H (-0.20594, 1.11090, -1.80521)

Cartesian forces (eV/Å) of the 6 atoms listed first:
-0.134 -0.046 0.019
-0.001 0.069 0.150
-0.343 -0.162 0.067
0.214 -0.053 -0.032
-0.080 -0.135 0.008
0.138 0.147 -0.146

Calculated values
HOMO, eV: -8.30
Electronic energy, eV: -6379.7397
Multiplicity: 1
Charge: 0
ΔE to the lowest compared entry with this formula, charge and spin, kcal/mol: 95.00